(1)
Density functional theory data (ωB97M-V/def2-TZVPD) for the molecule C3H5N3.

The calculation puts the HOMO energy at -8.137 eV. The orbital gap comes out at 8.3 eV. As for the total charge: 0. Its multiplicity is 1.

Positions of all 11 atoms, in Å:
C: -1.90994 -0.09365 0.10665
C: 0.12346 -0.40152 0.35127
C: 0.94486 0.49262 -0.25979
N: 2.20912 -0.07815 -0.13363
N: 2.32358 -1.15070 0.46168
N: -0.85763 -0.97783 0.77050
H: -1.98518 -0.26887 -0.97376
H: -1.76380 0.98800 0.28204
H: -2.78795 -0.41085 0.63797
H: 0.71004 1.45176 -0.69936
H: 2.99345 0.44920 -0.54356

---

(2)
Density functional theory data (ωB97M-V/def2-TZVPD) for the molecule C5H12O2.

The calculation puts the HOMO energy at -10.139 eV. The orbital gap comes out at 10.9 eV. As for the structure (SMILES): CC[C@@H](O)[C@@H](C)O. As for the total charge: 0. Its multiplicity is 1.

Positions of all 19 atoms, in Å:
C: 2.29775 0.17093 1.36641
C: 0.83341 0.51110 1.10487
C: 0.35516 0.05022 -0.27320
O: 0.61698 -1.32840 -0.47929
C: -1.12721 0.35570 -0.50719
C: -1.64681 -0.27018 -1.80594
O: -1.82649 -0.17253 0.61845
H: 2.47644 -0.89430 1.19338
H: 2.96572 0.73280 0.70294
H: 2.57522 0.40428 2.39977
H: 0.19338 0.03895 1.85947
H: 0.66735 1.59307 1.19650
H: 0.92332 0.57124 -1.05534
H: 0.05428 -1.80640 0.14540
H: -1.24900 1.45059 -0.53570
H: -2.03878 -1.26875 -1.58915
H: -2.44456 0.32696 -2.25899
H: -0.85197 -0.39449 -2.54552
H: -2.77418 -0.07078 0.46315

---

(3)
Density functional theory data (ωB97M-V/def2-TZVPD) for a structure of composition C3H8NORb.

The calculation puts the HOMO energy at -19.864 eV. The orbital gap comes out at 12.1 eV. As for the total charge: +2. Its multiplicity is 1.

Positions of all 14 atoms, in Å:
Rb: -2.77710 10.40453 19.17506
C: 0.34213 12.24529 15.68273
C: -0.83150 12.83983 16.42515
O: -1.51543 12.34418 17.32538
N: -1.32960 14.16355 15.84218
H: -1.45077 14.88255 16.54107
H: -0.65020 14.61492 15.24654
C: -2.61656 13.96044 14.98465
H: 1.26539 12.81691 15.77731
H: 0.21283 12.35263 14.60576
H: 0.53959 11.24945 16.07950
H: -2.75049 14.87744 14.41082
H: -3.48600 13.78334 15.61775
H: -2.51521 13.15433 14.25800

---

(4)
Density functional theory data (ωB97M-V/def2-TZVPD) for a cluster of 2 separate species, C2HN3O6 in total.

The calculation puts the HOMO energy (spin up / spin down) at -11.069 / -11.069 eV. The orbital gap (spin up / spin down) comes out at 9.0 / 9.0 eV. As for the structure (SMILES): O=[N+]([O-])C#[N+][O-].O=C[N+](=O)[O-]. As for the total charge: 0. Its multiplicity is 1.

Positions of all 12 atoms, in Å:
O: 1.32836 -2.02979 0.68917
N: 2.08332 -1.08196 0.54386
O: 3.01020 -0.67700 1.17817
C: 1.80391 -0.25239 -0.58727
N: 2.34287 0.52383 -1.32164
O: 2.48222 1.20662 -2.25843
O: -0.55819 0.67524 0.52795
C: -0.44963 0.01316 -0.45168
N: -0.93198 0.65146 -1.87403
O: -0.64712 -0.01032 -2.89801
O: -1.56989 1.64064 -1.80094
H: -0.29401 -1.11542 -0.38879

---

(5)
Density functional theory data (ωB97M-V/def2-TZVPD) for a cluster of 3 separate species, C11H24O6PS2 in total.

The calculation puts the HOMO energy at -12.956 eV. The orbital gap comes out at 10.4 eV. As for the total charge: +1. Its multiplicity is 1.

Positions of all 44 atoms, in Å:
O: 3.59718 2.03518 0.27461
C: 3.55037 2.10685 -0.91566
O: 2.60005 2.78674 -1.59899
C: 1.80345 3.68323 -0.82044
C: 0.70616 2.94103 -0.05742
P: -0.60602 2.37284 -1.15503
H: 4.23322 1.61809 -1.61956
H: 1.40086 4.39094 -1.54480
H: 2.41690 4.23940 -0.11196
H: 1.10056 2.05454 0.44027
H: 0.25439 3.59225 0.69082
H: -0.97105 1.05214 -0.88075
H: -1.74684 3.16723 -1.07606
H: -0.18117 2.42178 -2.48156
C: -3.40323 -1.06324 2.12022
C: -3.05105 -0.68370 3.56550
C: -1.65116 -0.05713 3.54876
S: -1.47394 0.68439 1.92717
O: -0.41274 0.02488 1.19083
O: -1.40802 2.13162 1.99100
C: -3.05339 0.15574 1.27190
H: -4.45382 -1.32513 2.01366
H: -2.81027 -1.91986 1.79369
H: -3.77461 0.03907 3.94515
H: -3.07289 -1.54839 4.22553
H: -1.50718 0.72522 4.29047
H: -0.85976 -0.79962 3.63633
H: -2.93944 -0.06668 0.21138
H: -3.75661 0.97484 1.42574
C: 2.38520 -2.79810 -1.16489
C: 2.32372 -2.05684 -2.50746
C: 0.90610 -2.23332 -3.06256
S: -0.16359 -2.43685 -1.62706
O: -0.74147 -3.75201 -1.64890
O: -1.03859 -1.29031 -1.48536
C: 1.13579 -2.38064 -0.39740
H: 3.28869 -2.55689 -0.60739
H: 2.37499 -3.87648 -1.33401
H: 2.53133 -0.99514 -2.34922
H: 3.06392 -2.43272 -3.21148
H: 0.54770 -1.38132 -3.63513
H: 0.80255 -3.14040 -3.65492
H: 0.85794 -3.04685 0.41612
H: 1.19579 -1.35638 -0.03117